(1)
{
  "formula": "C23H43N5O2Si2Sn",
  "method": "ωB97M-V/def2-TZVPD",
  "symbols": ["Sn", "C", "Si", "C", "C", "C", "C", "C", "C", "C", "C", "N", "Si", "C", "C", "C", "H", "H", "H", "H", "H", "H", "H", "H", "H", "H", "H", "H", "H", "H", "H", "H", "H", "H", "H", "H", "H", "H", "N", "C", "C", "N", "H", "H", "H", "H", "H", "H", "H", "H", "C", "N", "C", "C", "C", "C", "C", "C", "C", "C", "H", "H", "H", "H", "H", "H", "H", "H", "H", "H", "H", "H", "H", "O", "N", "O"],
  "coordinates": [[0.5248, -0.2989, 0.6278], [-2.8883, 1.3510, -2.4610], [-1.5556, 2.6200, -1.9256], [-2.1594, 4.3364, -2.4799], [-0.0854, 2.2448, -3.0753], [-1.0916, 2.2630, -0.1827], [-2.0522, 1.5982, 0.6526], [-3.4486, 1.8643, 0.6501], [-4.2629, 1.3455, 1.6240], [-3.7184, 0.5073, 2.6088], [-2.3897, 0.1776, 2.4975], [-1.5904, 0.6554, 1.5337], [-0.0651, 3.4647, 0.8009], [1.7507, 3.6062, 0.2535], [-0.0505, 3.0503, 2.6490], [-0.8127, 5.2154, 0.6700], [-2.8153, 1.0943, -3.5208], [-3.9029, 1.7080, -2.2718], [-2.7523, 0.4401, -1.8733], [-2.6325, 4.3135, -3.4641], [-1.3043, 5.0143, -2.5406], [-2.8685, 4.7685, -1.7710], [-0.3184, 2.5213, -4.1072], [0.1796, 1.1846, -3.0551], [0.7914, 2.8217, -2.7688], [-3.8292, 2.5722, -0.0746], [-5.3118, 1.6157, 1.6618], [-4.3208, 0.1295, 3.4230], [-1.9232, -0.5169, 3.1902], [2.3309, 2.7748, 0.6609], [2.2031, 4.5323, 0.6146], [1.8427, 3.5924, -0.8352], [0.4237, 2.0840, 2.8343], [-1.0719, 2.9933, 3.0337], [0.4850, 3.8065, 3.2260], [-0.5735, 5.6795, -0.2899], [-0.4491, 5.8750, 1.4616], [-1.9009, 5.1651, 0.7521], [2.1062, -2.3240, -1.3627], [3.1858, -1.7471, -2.1756], [3.8210, -0.5623, -1.4589], [2.8479, 0.5033, -1.2049], [2.4615, -2.4494, -0.4167], [1.8707, -3.2489, -1.7040], [2.7704, -1.4234, -3.1355], [3.9789, -2.4766, -2.3812], [4.6817, -0.2175, -2.0470], [4.1897, -0.9126, -0.4927], [2.5314, 0.9083, -2.0792], [3.2848, 1.2419, -0.6676], [-1.5573, -2.2794, -2.0063], [-2.7819, -2.5547, -1.2083], [-3.9991, -2.0590, -1.8875], [-2.6470, -2.0239, 0.2038], [-1.6910, -2.9036, 0.9685], [-2.1971, -4.1162, 1.4474], [-1.3578, -5.0276, 2.0616], [-0.0092, -4.7131, 2.1788], [0.4679, -3.4904, 1.7309], [-0.3502, -2.5300, 1.1155], [-1.5459, -2.9134, -2.8905], [-0.6785, -2.4694, -1.3920], [-1.5498, -1.2321, -2.3004], [-2.8576, -3.5672, -1.0983], [-3.9392, -0.9768, -1.9822], [-4.8796, -2.3160, -1.3027], [-4.0792, -2.5006, -2.8790], [-3.6406, -2.0390, 0.6528], [-2.2996, -0.9934, 0.1414], [-3.2614, -4.3321, 1.3689], [-1.7472, -5.9552, 2.4607], [0.6695, -5.4259, 2.6322], [1.5219, -3.2773, 1.8711], [2.6733, -1.2567, 1.5427], [2.4742, -0.8941, 2.7146], [1.3598, -0.3632, 2.8803]],
  "lumo_energy_ev": -0.1
}

(2)
{
  "formula": "C23H44B2F4N5O4Si4TeTi",
  "method": "ωB97M-V/def2-TZVPD",
  "symbols": ["Ti", "C", "C", "N", "O", "B", "F", "F", "O", "N", "C", "C", "C", "N", "O", "B", "F", "F", "O", "N", "C", "C", "C", "H", "H", "H", "H", "H", "H", "H", "H", "H", "H", "H", "H", "N", "C", "C", "C", "C", "C", "C", "H", "H", "H", "H", "H", "C", "Si", "C", "C", "Si", "Te", "Si", "C", "C", "C", "Si", "C", "C", "C", "H", "H", "H", "H", "H", "H", "H", "H", "H", "H", "H", "H", "H", "H", "H", "H", "H", "H", "H", "H", "H", "H", "H", "H", "H", "H", "H"],
  "coordinates": [[-1.3575, 1.2241, -0.9130], [-4.4424, 0.6505, 2.1632], [-3.3807, 0.5292, 1.1169], [-2.6788, 1.6844, 0.6072], [-3.5158, 2.8050, 0.5899], [-2.9901, 4.1508, 0.2935], [-2.0873, 4.6246, 1.2326], [-4.1113, 4.9619, 0.2150], [-2.2854, 4.2594, -1.0621], [-2.1029, 3.1548, -1.7789], [-1.8748, 3.3177, -3.0339], [-1.8523, 4.6579, -3.6885], [-1.7421, 2.0576, -3.7971], [-1.4266, 1.0413, -3.0973], [-1.5480, -0.1797, -3.6804], [-2.6350, -0.9569, -2.9270], [-2.9022, -2.0667, -3.6905], [-3.7229, -0.0772, -2.7829], [-2.1599, -1.4170, -1.6025], [-2.1861, -0.4341, -0.6149], [-3.1287, -0.5780, 0.3957], [-3.8051, -1.8910, 0.6290], [-2.1674, 1.9655, -5.2203], [-4.6348, 1.6980, 2.3833], [-4.1700, 0.1388, 3.0916], [-5.3784, 0.2168, 1.8042], [-1.6462, 5.4231, -2.9466], [-2.8243, 4.8758, -4.1386], [-1.0986, 4.6852, -4.4753], [-3.4008, -2.6505, -0.0343], [-4.8757, -1.7972, 0.4346], [-3.6791, -2.2118, 1.6648], [-2.1066, 2.9292, -5.7209], [-3.2022, 1.6141, -5.2440], [-1.5662, 1.2256, -5.7443], [-1.3265, 1.8953, 0.8571], [-0.8417, 2.2529, 2.1230], [-1.6602, 2.3284, 3.2454], [-1.1120, 2.6283, 4.4823], [0.2478, 2.8674, 4.6172], [1.0556, 2.8202, 3.4886], [0.5205, 2.5194, 2.2480], [-2.7237, 2.1790, 3.1501], [-1.7616, 2.6849, 5.3474], [0.6705, 3.1029, 5.5857], [2.1168, 3.0220, 3.5730], [1.1437, 2.4786, 1.3654], [0.9116, -2.8075, -2.9302], [2.4422, -2.6845, -1.8619], [2.9010, -4.4043, -1.2240], [3.8813, -2.0594, -2.9048], [2.0923, -1.2040, -0.0846], [1.3765, 0.9338, -1.1710], [0.6753, -2.2176, 1.4857], [1.7744, -3.2881, 2.5921], [-0.2472, -0.9952, 2.5626], [-0.5349, -3.3702, 0.6322], [4.1207, -0.6532, 0.9455], [5.1995, -2.1748, 1.2379], [5.1017, 0.5409, -0.1261], [3.7792, 0.1839, 2.5965], [1.0997, -3.4513, -3.7951], [0.6015, -1.8259, -3.2951], [0.0635, -3.2190, -2.3792], [3.1084, -5.0739, -2.0643], [2.0897, -4.8454, -0.6408], [3.7906, -4.3749, -0.5903], [4.0000, -2.6692, -3.8050], [4.8205, -2.0933, -2.3469], [3.7061, -1.0260, -3.2126], [2.4640, -2.6826, 3.1842], [2.3641, -3.9958, 2.0041], [1.1545, -3.8641, 3.2861], [0.4221, -0.2760, 3.0409], [-0.7978, -1.5268, 3.3456], [-0.9673, -0.4302, 1.9681], [-0.0100, -4.2269, 0.2019], [-1.0718, -2.8689, -0.1742], [-1.2652, -3.7541, 1.3517], [5.4887, -2.6342, 0.2893], [4.6828, -2.9307, 1.8316], [6.1158, -1.8965, 1.7668], [5.3337, 0.1037, -1.0996], [6.0440, 0.8059, 0.3628], [4.5334, 1.4563, -0.3012], [3.2643, -0.4833, 3.2914], [3.1396, 1.0573, 2.4489], [4.7085, 0.5152, 3.0694]],
  "e_above_lowest_kcal_mol": 14.04,
  "lumo_energy_ev": 1.8,
  "charge": -1
}

(3)
{
  "formula": "C23H44BN2O11P2",
  "method": "ωB97M-V/def2-TZVPD",
  "symbols": ["C", "C", "C", "C", "N", "C", "B", "O", "O", "C", "C", "C", "C", "C", "O", "C", "N", "H", "H", "H", "H", "H", "H", "H", "H", "H", "H", "H", "H", "H", "H", "O", "P", "O", "C", "C", "O", "C", "C", "O", "C", "C", "H", "H", "H", "H", "H", "H", "H", "H", "H", "H", "H", "H", "H", "H", "H", "O", "P", "O", "C", "C", "O", "C", "C", "O", "C", "C", "H", "H", "H", "H", "H", "H", "H", "H", "H", "H", "H", "H", "H", "H", "H"],
  "coordinates": [[2.8449, -0.1965, 6.4853], [3.1797, 0.7201, 5.5806], [3.2847, 2.0196, 4.5955], [1.8379, 2.4524, 3.9910], [0.7559, 2.9183, 4.9363], [-0.0463, 1.6708, 5.2488], [-1.5719, 1.8175, 5.8223], [-1.7989, 1.4014, 7.2197], [-2.7135, 2.3105, 5.0408], [-0.2030, 0.7407, 3.8985], [0.0854, -0.7874, 4.3544], [-0.6198, -1.8190, 3.3094], [-1.0359, -2.8371, 2.5658], [1.0890, 1.3245, 3.0773], [0.8055, 1.7946, 1.7225], [0.9518, 0.6494, 0.8595], [0.9130, -0.4424, 0.3003], [2.2935, -1.1057, 6.9554], [3.7286, 2.8777, 5.2187], [3.9696, 1.7312, 3.7094], [2.1022, 3.3904, 3.3782], [0.1717, 3.5561, 4.3595], [1.1032, 3.4259, 5.7829], [0.5203, 1.2108, 6.1459], [-2.0724, 0.4513, 7.1378], [-3.2396, 1.5200, 4.7477], [-1.1346, 0.9872, 3.2724], [-0.3392, -1.0409, 5.3991], [1.2397, -0.9592, 4.3529], [-1.2821, -3.8962, 2.1695], [1.9416, 0.5682, 2.9041], [1.0664, 3.9975, -4.0898], [1.1189, 5.1590, -3.0869], [2.4944, 5.8514, -3.6922], [2.3827, 6.6595, -4.8546], [1.7030, 7.9824, -4.5505], [1.8457, 4.2743, -1.8733], [1.6488, 2.8642, -1.8154], [2.7573, 2.1250, -2.5430], [1.0902, 6.4579, -1.9601], [-0.1328, 6.6182, -1.2405], [-0.4151, 5.4587, -0.3012], [1.8414, 6.1148, -5.6370], [3.3943, 6.8434, -5.2199], [0.6563, 7.8271, -4.2701], [1.7301, 8.6411, -5.4214], [2.1908, 8.4840, -3.7095], [0.6635, 2.5978, -2.2072], [1.6520, 2.5707, -0.7607], [2.9968, 2.5745, -3.5112], [2.4830, 1.0787, -2.7070], [3.6806, 2.1500, -1.9585], [-0.9539, 6.7495, -1.9514], [-0.0437, 7.5398, -0.6593], [-0.6556, 4.5510, -0.8624], [-1.2664, 5.6839, 0.3465], [0.4555, 5.2368, 0.3217], [-2.6938, -4.5495, -1.9823], [-2.3868, -5.9886, -2.4229], [-2.1775, -6.5970, -0.8966], [-3.3341, -6.9132, -0.1373], [-4.0286, -8.1537, -0.6697], [-0.7785, -5.7024, -2.7579], [-0.3589, -4.3933, -3.1350], [0.1088, -3.5992, -1.9290], [-2.0965, -7.5876, -2.9824], [-2.4357, -7.8306, -4.3493], [-1.5564, -7.0580, -5.3164], [-4.0197, -6.0574, -0.1276], [-3.0097, -7.0882, 0.8902], [-4.4436, -7.9703, -1.6657], [-4.8446, -8.4548, -0.0087], [-3.3215, -8.9831, -0.7631], [-1.1567, -3.8744, -3.6729], [0.4707, -4.5000, -3.8404], [-0.5641, -3.7000, -1.0720], [0.1969, -2.5366, -2.1745], [1.0858, -3.9556, -1.5929], [-3.4908, -7.5879, -4.5066], [-2.3098, -8.9021, -4.5245], [-1.7697, -5.9861, -5.2671], [-1.7322, -7.3844, -6.3443], [-0.4983, -7.1918, -5.0781]],
  "e_above_lowest_kcal_mol": 148.12,
  "lumo_energy_ev": -3.7,
  "charge": 1
}

(4)
{
  "formula": "C23H44Br12F3N5O7",
  "method": "ωB97M-V/def2-TZVPD",
  "symbols": ["C", "C", "O", "N", "C", "H", "H", "H", "H", "H", "H", "H", "C", "C", "O", "N", "C", "H", "H", "H", "H", "H", "H", "H", "C", "C", "O", "N", "C", "H", "H", "H", "H", "H", "H", "H", "C", "C", "O", "N", "C", "H", "H", "H", "H", "H", "H", "H", "C", "C", "O", "N", "C", "H", "H", "H", "H", "H", "H", "H", "C", "C", "O", "C", "O", "C", "F", "F", "F", "H", "H", "H", "H", "H", "C", "Br", "Br", "Br", "H", "C", "Br", "Br", "Br", "H", "C", "Br", "Br", "Br", "H", "C", "Br", "Br", "Br", "H"],
  "coordinates": [[-0.4377, -4.2636, 3.2752], [-1.8580, -4.3960, 2.7537], [-2.7314, -4.5637, 3.5489], [-2.0930, -4.2972, 1.4468], [-3.4514, -4.3410, 0.7892], [-0.3469, -3.7232, 4.2174], [0.0683, -3.6311, 2.5457], [-0.1999, -5.2844, 3.5743], [-1.2538, -4.4438, 0.9043], [-3.5955, -5.2541, 0.2117], [-3.4630, -3.5929, -0.0035], [-4.3401, -4.0514, 1.3499], [5.7539, -1.1090, -4.2665], [4.3508, -0.6556, -3.7845], [4.1341, 0.5843, -3.5685], [3.3948, -1.5880, -3.5660], [2.0045, -1.3143, -3.0745], [5.7805, -1.4126, -5.3130], [6.0631, -1.9825, -3.6925], [6.2993, -0.2106, -3.9777], [3.5104, -2.5238, -3.9278], [1.6546, -1.9885, -2.2927], [1.4299, -1.6277, -3.9461], [1.6902, -0.2718, -3.0237], [0.2859, 2.9847, -5.4082], [-0.6457, 3.9334, -4.6093], [-1.8273, 3.7527, -4.6088], [-0.0287, 5.0246, -4.0729], [-0.6574, 5.9920, -3.2421], [-0.1331, 1.9923, -5.5749], [1.2684, 2.7903, -4.9780], [0.4963, 3.5101, -6.3398], [0.9739, 5.0263, -4.1949], [-1.1473, 5.6217, -2.3415], [-1.5534, 6.3425, -3.7544], [-0.0597, 6.8845, -3.0565], [0.7344, 4.2910, 6.7351], [0.6495, 5.0786, 5.4126], [1.6284, 5.3933, 4.7987], [-0.5259, 5.3340, 4.8391], [-0.7558, 5.9358, 3.5207], [-0.2338, 3.8008, 6.8378], [0.9400, 4.9053, 7.6118], [1.4307, 3.4539, 6.6849], [-1.3541, 5.0941, 5.3651], [-0.8325, 7.0227, 3.5483], [-1.6535, 5.6710, 2.9620], [0.0799, 5.8332, 2.8285], [-1.2972, -7.3930, -1.4016], [-0.5395, -6.1619, -1.2569], [-0.9011, -5.0959, -1.7729], [0.6215, -6.2912, -0.5944], [1.5595, -5.1895, -0.3325], [-2.1618, -7.3701, -2.0650], [-1.7020, -7.4491, -0.3911], [-0.6427, -8.2431, -1.5938], [0.9206, -7.2446, -0.4474], [2.3414, -5.4985, 0.3612], [0.9785, -4.4011, 0.1461], [2.0631, -4.6159, -1.1106], [0.2490, 3.6001, -0.2490], [1.1946, 2.4154, -0.0520], [0.4260, 1.1618, -0.2279], [0.4878, 0.1110, 0.8023], [1.2086, 0.0896, 1.8022], [-0.3890, -1.0653, 0.3149], [-1.0090, -0.8565, -0.8485], [0.4842, -2.0907, 0.0586], [-1.2170, -1.4830, 1.2067], [-0.5406, 3.2847, -0.9311], [0.7907, 4.4505, -0.6629], [-0.2313, 3.9379, 0.6694], [1.7660, 2.4236, 0.8762], [2.0009, 2.5432, -0.7742], [4.2307, -1.1297, 1.6689], [2.9800, -2.4804, 2.2585], [4.8757, -1.6504, -0.1401], [5.7073, -1.0168, 3.1104], [3.7541, -0.1592, 1.5312], [-3.1622, -1.6403, -2.7603], [-2.1231, -0.0961, -3.5498], [-4.2633, -2.6782, -4.0532], [-4.4113, -0.9388, -1.2989], [-2.6152, -2.4629, -2.2997], [-3.8229, 3.7868, 0.0700], [-5.7374, 4.3102, 0.5069], [-3.5127, 4.2388, -1.9083], [-3.1281, 1.8978, 0.4161], [-3.1738, 4.4657, 0.6229], [-2.2234, 0.4431, 5.1865], [-4.1602, 0.0636, 5.2268], [-1.9574, 2.2653, 4.4113], [-1.3080, -0.9510, 4.1199], [-1.8532, 0.4378, 6.2117]],
  "lumo_energy_ev": -0.8
}

Calculated E_HOMO, -5.835 -4.825 -11.357 -9.228 eV (same order as the records).